Entry from OMol25: 9 unconnected molecules or ions with the total composition H18O9 (ωB97M-V/def2-TZVPD).

The HOMO energy comes out at -10.10 eV. As for the total charge: 0. The calculated total energy is -18719.8686 eV. The energy relative to the best compared isomer or geometry (same formula, charge and spin) comes out at 2.267 eV. The SMILES is O.O.O.O.O.O.O.O.O. The value obtained for the maximum force is 0.0429 hartree/bohr. Its gap between HOMO and LUMO is 10.489 eV. As for the spin multiplicity: 1. The LUMO energy is 0.014 Eh.

```
27
Properties=species:S:1:pos:R:3:forces:R:3
O 19.3024 4.7151 5.6454 -0.19 -0.34 0.11
H 18.7856 3.6772 -0.1824 0.32 -0.38 -0.60
H 19.3398 2.8142 -1.3394 0.03 0.02 0.12
H 20.1601 3.2393 1.9752 0.08 -0.09 -0.12
O 18.5912 7.3110 1.1934 -1.23 1.62 0.86
H 19.2384 6.2489 0.6110 0.79 -0.26 -0.09
H 15.7248 3.3221 5.7818 0.05 0.01 -0.09
H 16.5177 3.1911 -0.4623 0.33 0.19 0.24
O 18.5917 4.3416 2.3258 -0.33 -0.01 0.29
O 20.8937 2.6422 1.7457 0.03 0.11 0.14
H 21.5336 3.2056 1.3002 -0.09 0.02 0.03
H 19.7513 5.8492 -0.7843 -0.08 -0.08 0.09
H 17.1804 3.7923 5.8469 -0.13 0.24 -0.03
O 19.4608 5.4788 0.0566 0.67 -1.44 -1.25
H 19.2936 3.8088 5.3094 0.25 0.15 -0.10
H 18.4172 8.2191 1.4566 0.18 -0.02 0.04
H 15.2719 4.0801 -0.3630 0.07 -0.07 0.02
O 16.0479 3.7985 0.1355 -0.24 -0.07 -0.16
H 18.0958 4.4470 3.1487 0.05 -0.03 -0.07
O 15.8859 6.5936 0.8777 -0.13 -0.13 0.01
H 17.9147 4.2531 1.6422 0.04 -0.10 0.10
H 17.7171 6.9430 0.9741 -0.23 0.39 0.26
O 16.4049 3.7729 5.2701 0.12 -0.10 0.11
O 18.6363 2.8443 -0.6859 -0.45 0.39 0.28
H 20.0243 4.7300 6.2838 -0.04 0.02 -0.08
H 16.0001 5.6324 0.9247 -0.03 -0.11 -0.16
H 15.0550 6.7772 1.3290 0.17 0.06 0.05
```
Positions in Å, forces in eV/Å.

Löwdin atomic charge list, values in e, 8 entries: O -0.05; H 0.00; H 0.04; H -0.01; O -0.02; H -0.08; H 0.04; H 0.04